Entry from OMol25: a 3-piece molecular cluster, C4H16NO2 overall at a distorted geometry (ωB97M-V/def2-TZVPD).

Calculated values
Expectation value of S² ... 0.75
Highest occupied orbital energy (spin up / spin down) ... -0.093 / -0.431 hartree
Energy above the lowest of the compared OMol25 structures with the same formula, charge and spin ... 11.8 kcal/mol
Spin multiplicity ... 2

Each line ends with the Löwdin spin population.
Geometry (Å):
H: -1.37566 2.23133 -0.83398  0.06
H: -0.53124 -1.11298 1.19801  0.01
H: 2.57033 -0.81465 -0.96112  0.02
H: 3.38319 0.56870 0.79200  0.01
H: -2.20688 -0.51877 0.91553  0.01
H: 4.03203 -0.52931 1.74407  0.00
H: -2.81256 -1.91394 -0.70126  0.03
C: -1.14956 1.55715 0.05350  0.11
C: -1.77874 -2.14163 -0.38417  0.09
C: 0.11741 2.02547 0.71102  0.03
O: 3.30690 -0.32166 1.14928  0.03
H: 0.89225 2.28518 -0.00745  0.01
N: -0.87692 0.20723 -0.51526  0.09
H: -1.73934 -3.12832 0.08057  0.01
H: 0.60697 1.32724 1.40665  0.00
H: -1.19328 -2.22260 -1.30458  0.04
O: 1.82370 -0.38273 -1.40301  0.13
H: 0.12969 0.09276 -0.69927  0.02
H: -0.10533 2.89571 1.33489  0.00
H: 1.68817 -0.81828 -2.25963  0.05
C: -1.30847 -0.91427 0.45644  0.04
H: -2.07652 1.55136 0.63283  0.01
H: -1.39615 0.07701 -1.40506  0.17